Entry 1:
{"formula": "C28H34Br2F16N2O4", "method": "ωB97M-V/def2-TZVPD", "charge": 0, "homo_energy_ev": -9.279, "species": ["C", "C", "C", "C", "N", "C", "O", "O", "C", "C", "N", "C", "C", "C", "C", "C", "C", "C", "C", "C", "Br", "C", "C", "Br", "H", "H", "H", "H", "H", "H", "H", "H", "H", "H", "H", "H", "H", "H", "H", "H", "H", "H", "H", "H", "H", "H", "H", "H", "H", "H", "C", "C", "C", "F", "F", "F", "F", "O", "C", "C", "F", "F", "F", "F", "H", "H", "H", "H", "C", "C", "C", "F", "F", "F", "F", "O", "C", "C", "F", "F", "F", "F", "H", "H", "H", "H"], "xyz": [[-5.1447, -2.2502, 0.4068], [-4.7085, -1.4438, -0.3676], [-3.9567, -0.5700, -1.2691], [-3.8880, 0.7272, -0.5979], [-3.7093, 1.7650, -0.1216], [-4.9253, -0.3241, -2.4455], [-5.2867, -1.5461, -3.0370], [-5.9363, -1.2702, -4.2524], [-2.5876, -1.1402, -1.6947], [-2.1157, -0.3021, -2.8102], [-1.7079, 0.3683, -3.6647], [-2.7006, -2.5981, -2.2216], [-2.6382, -2.7584, -3.7335], [-2.9893, -4.2084, -4.1917], [-2.7184, -5.2908, -3.1576], [-1.2223, -5.5575, -2.9340], [-1.0809, -6.7039, -1.9170], [-1.4706, -6.3097, -0.5012], [-1.1883, -7.4688, 0.4582], [-1.4212, -1.0960, -0.6816], [-1.7866, -1.9823, 1.0076], [-0.7816, 0.3369, -0.4620], [0.6892, 0.3919, -0.9036], [-0.8128, 0.7886, 1.4691], [-5.7157, -2.8834, 1.0142], [-4.5647, 0.4279, -3.1414], [-5.8193, 0.0948, -1.9852], [-5.2849, -1.4536, -4.9431], [-1.8987, -3.1923, -1.8149], [-3.6156, -3.0670, -1.8846], [-3.3438, -2.1252, -4.2458], [-1.6481, -2.5620, -4.1233], [-4.0421, -4.2044, -4.4542], [-2.4332, -4.4486, -5.0918], [-3.2515, -5.1499, -2.2289], [-3.1035, -6.2212, -3.5687], [-0.6983, -4.6697, -2.5995], [-0.8505, -5.9503, -3.8744], [-0.0931, -7.1503, -1.9640], [-1.7910, -7.4627, -2.2373], [-2.5201, -6.0639, -0.4060], [-0.8670, -5.4647, -0.1781], [-0.1394, -7.5162, 0.7282], [-1.7494, -7.3438, 1.3776], [-1.4932, -8.4233, 0.0413], [-0.6297, -1.6805, -1.1167], [-1.3270, 1.1474, -0.9137], [0.7963, 1.2194, -1.5927], [1.3151, 0.6370, -0.0691], [1.0239, -0.5130, -1.3962], [2.4159, 1.2345, 4.8584], [3.3850, 1.7466, 5.9446], [4.0745, 3.0968, 5.7187], [4.8594, 3.1011, 4.6262], [4.8684, 3.3703, 6.7809], [4.2980, 0.7900, 6.2150], [2.6364, 1.9029, 7.0720], [2.8739, 0.2619, 3.9171], [3.5291, 0.6110, 2.7558], [4.9637, 0.0790, 2.7040], [5.6902, 0.5203, 3.7439], [5.5574, 0.5111, 1.5676], [3.4633, 1.9405, 2.5443], [2.8484, 0.0355, 1.7439], [1.6468, 0.6967, 5.4103], [1.8946, 2.0537, 4.3631], [3.3347, 3.8972, 5.6276], [4.9623, -1.0127, 2.7182], [2.9036, 7.4267, 1.6827], [3.6689, 7.9748, 0.4590], [2.8674, 8.3326, -0.7973], [2.2324, 7.2728, -1.3255], [3.7162, 8.8020, -1.7423], [4.6758, 7.1323, 0.1511], [4.2447, 9.1402, 0.8694], [2.8858, 6.0189, 1.9173], [1.9519, 5.1826, 1.3343], [2.5960, 4.1618, 0.3928], [3.2923, 4.7615, -0.5897], [1.6283, 3.4121, -0.1853], [0.9665, 5.8790, 0.7450], [1.3802, 4.4850, 2.3422], [3.4535, 7.8117, 2.5401], [1.9060, 7.8573, 1.7626], [2.1337, 9.1133, -0.5772], [3.2728, 3.5118, 0.9444]]}

=====

Entry 2:
{"formula": "C4H10N2O", "method": "ωB97M-V/def2-TZVPD", "charge": 0, "smiles": "CNC(=O)[C@@H](C)N", "homo_energy_ev": -8.313, "de_lowest_kj_mol": 329.58, "species": ["C", "N", "C", "O", "C", "C", "N", "H", "H", "H", "H", "H", "H", "H", "H", "H", "H"], "xyz": [[-1.7422, 0.9121, -1.6208], [-1.4215, 0.0118, -0.4699], [-0.2564, -0.7253, -0.1440], [-0.0719, -1.8976, 0.1892], [0.7496, 0.4648, 0.2096], [0.5692, 0.8808, 1.7146], [2.0756, -0.1178, 0.0257], [-2.7332, 0.7612, -1.8913], [-1.4721, 1.9654, -1.2691], [-1.1142, 0.7592, -2.5013], [-1.8673, 0.3925, 0.3808], [0.4973, 1.2391, -0.5111], [0.3120, -0.0474, 2.3468], [0.0820, 1.8137, 1.8889], [1.7306, 1.1700, 1.9502], [2.4652, -0.4207, 0.9128], [2.1753, -0.9054, -0.6680]]}

=====

Entry 3:
{"formula": "C10H7F4NO2S", "method": "ωB97M-V/def2-TZVPD", "charge": 0, "homo_energy_ev": -7.774, "de_lowest_kj_mol": 45.75, "species": ["F", "C", "C", "F", "C", "O", "C", "F", "C", "F", "C", "O", "C", "S", "C", "C", "C", "N", "H", "H", "H", "H", "H", "H", "H"], "xyz": [[-2.4275, -0.4874, 2.6134], [-1.2629, -1.1671, 2.5459], [-1.2533, -2.5126, 2.6264], [-2.4083, -3.2036, 2.6676], [-0.0211, -3.2783, 2.6595], [-0.0140, -4.5189, 2.6670], [1.2063, -2.5015, 2.6334], [2.3666, -3.1830, 2.6756], [1.2088, -1.1550, 2.5652], [2.3614, -0.4628, 2.6557], [-0.0317, -0.3797, 2.4813], [-0.0436, 0.8587, 2.4493], [-1.3689, 0.6985, -2.4250], [0.4185, 1.0655, -2.3855], [0.5620, 1.8766, -4.0290], [0.4888, 2.2957, -1.2068], [1.3547, 2.3387, -0.1235], [2.1221, 2.5469, 0.7538], [-1.5811, 0.1707, -1.4923], [-1.9369, 1.6316, -2.4743], [-1.5822, 0.0575, -3.2829], [1.6152, 2.0972, -4.2057], [0.2169, 1.1739, -4.7876], [-0.0258, 2.7946, -4.0707], [0.0360, 3.2438, -1.5108]]}

=====

Entry 4:
{"formula": "C30H85N7O9", "method": "ωB97M-V/def2-TZVPD", "charge": 0, "smiles": "COC[C@H](C)N.COC[C@H](C)N.COC[C@H](C)N.COC[C@H](C)N.COC[C@H](C)N.COC[C@H](C)N.COC[C@H](C)N.CO.CO", "homo_energy_ev": -8.531, "de_lowest_kj_mol": 193.54, "species": ["C", "O", "C", "C", "C", "N", "H", "H", "H", "H", "H", "H", "H", "H", "H", "H", "H", "C", "O", "C", "C", "C", "N", "H", "H", "H", "H", "H", "H", "H", "H", "H", "H", "H", "C", "O", "C", "C", "C", "N", "H", "H", "H", "H", "H", "H", "H", "H", "H", "H", "H", "C", "O", "C", "C", "C", "N", "H", "H", "H", "H", "H", "H", "H", "H", "H", "H", "H", "C", "O", "C", "C", "C", "N", "H", "H", "H", "H", "H", "H", "H", "H", "H", "H", "H", "C", "O", "C", "C", "C", "N", "H", "H", "H", "H", "H", "H", "H", "H", "H", "H", "H", "C", "O", "C", "C", "C", "N", "H", "H", "H", "H", "H", "H", "H", "H", "H", "H", "H", "C", "O", "H", "H", "H", "H", "C", "O", "H", "H", "H", "H"], "xyz": [[3.8594, -1.2059, -3.8178], [4.0084, -1.7521, -2.5476], [2.9253, -1.7377, -1.6588], [2.4548, -3.1434, -1.2452], [1.8869, -3.8658, -2.4590], [1.3611, -2.9549, -0.2875], [3.5730, -0.1475, -3.7811], [3.1871, -1.7977, -4.4516], [4.8236, -1.2072, -4.3325], [3.2414, -1.1898, -0.7615], [2.0598, -1.1800, -2.0396], [3.2960, -3.6639, -0.7714], [1.0210, -3.2982, -2.7972], [1.5663, -4.8767, -2.1987], [2.6452, -3.9669, -3.2387], [1.6363, -2.4204, 0.5475], [1.1887, -3.8876, 0.0864], [0.2458, -0.6094, -4.5168], [-0.0529, 0.7261, -4.2101], [1.1130, 1.4346, -3.8349], [0.6536, 2.6374, -3.0111], [-0.2318, 3.5706, -3.8965], [1.7156, 3.4074, -2.3649], [-0.6469, -1.1965, -4.7215], [0.9007, -1.1483, -3.8263], [0.8260, -0.5958, -5.4571], [1.6831, 0.7924, -3.1552], [1.7265, 1.7344, -4.6893], [-0.0697, 2.2497, -2.2840], [-1.0978, 2.9791, -4.1908], [0.3316, 3.7744, -4.8102], [-0.5053, 4.5056, -3.4141], [1.2952, 4.2939, -2.1192], [1.9694, 2.9015, -1.5213], [-1.9764, -7.2501, -0.9508], [-2.4165, -5.9200, -0.7538], [-2.6888, -5.6562, 0.6304], [-1.6891, -4.6424, 1.1572], [-1.6438, -3.3059, 0.4485], [-0.3387, -5.2427, 1.2862], [-2.7051, -8.0218, -0.6673], [-1.0404, -7.4598, -0.4324], [-1.9156, -7.3910, -2.0316], [-3.6804, -5.1934, 0.6264], [-2.7520, -6.4950, 1.3282], [-2.0364, -4.3998, 2.1750], [-2.6719, -2.9520, 0.3283], [-1.2006, -3.3252, -0.5421], [-1.1168, -2.6277, 1.1211], [0.1663, -4.6629, 1.9540], [-0.3734, -6.1416, 1.7607], [-4.0763, -0.6717, 1.7531], [-4.7124, -1.6922, 2.4832], [-5.9385, -2.0732, 1.8694], [-6.6497, -2.9907, 2.8381], [-5.7720, -4.1790, 3.3331], [-7.8598, -3.5501, 2.2114], [-4.5535, 0.2827, 2.0095], [-4.0189, -0.7638, 0.6632], [-3.0452, -0.5423, 2.0833], [-6.6270, -1.2211, 1.7846], [-5.6838, -2.4267, 0.8671], [-6.9619, -2.4659, 3.7387], [-6.3776, -4.9548, 3.7958], [-5.0946, -3.8058, 4.1128], [-5.0706, -4.6018, 2.6108], [-8.4120, -4.0990, 2.8501], [-7.6325, -4.1177, 1.4070], [1.8672, 3.7761, 1.6057], [2.9314, 3.6634, 0.6821], [3.9316, 4.6216, 0.9560], [4.8869, 4.7600, -0.2202], [5.8798, 5.8477, 0.0383], [4.1872, 4.9253, -1.5122], [2.0679, 3.6814, 2.6743], [1.0529, 3.1185, 1.2996], [1.4266, 4.7779, 1.4776], [3.5502, 5.6379, 1.1351], [4.4912, 4.3708, 1.8640], [5.5055, 3.8458, -0.2750], [6.5967, 5.6501, 0.8413], [5.4437, 6.8346, 0.2212], [6.5738, 5.9877, -0.7993], [3.7241, 4.0257, -1.5951], [4.9451, 4.9127, -2.1899], [3.3268, 1.7496, 1.9724], [3.3185, 0.6074, 2.8066], [4.0706, -0.4863, 2.3055], [3.5747, -1.7791, 2.9119], [4.4878, -2.9312, 2.5399], [2.1958, -2.0795, 2.5424], [4.3531, 2.1158, 1.8795], [2.6103, 2.4386, 2.4132], [2.9514, 1.5326, 0.9635], [3.9647, -0.5342, 1.2132], [5.1250, -0.3000, 2.5276], [3.5512, -1.6491, 4.0032], [4.3245, -3.8014, 3.1725], [5.5356, -2.6251, 2.5098], [4.3294, -3.2410, 1.5013], [1.5218, -1.3527, 2.7985], [1.8178, -2.8119, 3.1432], [-2.7568, 6.8026, -1.3240], [-3.4770, 5.5997, -1.3393], [-2.6442, 4.4510, -1.4779], [-3.4503, 3.2368, -1.0162], [-3.7949, 3.2326, 0.4692], [-2.7047, 2.0417, -1.4488], [-2.1858, 6.8443, -0.3917], [-3.3552, 7.7093, -1.4178], [-2.0771, 6.9219, -2.1802], [-2.4648, 4.4107, -2.5579], [-1.6743, 4.5776, -0.9866], [-4.3969, 3.2439, -1.5707], [-4.3621, 4.1325, 0.7054], [-2.8407, 3.4082, 0.9788], [-4.3200, 2.3160, 0.7157], [-2.2635, 2.2486, -2.3393], [-3.3292, 1.2677, -1.6486], [-0.3603, 1.1262, 3.8047], [-0.8737, 0.0504, 3.0319], [0.5667, 1.4843, 3.3512], [-1.1595, 1.8732, 3.8457], [-0.1494, 0.8124, 4.8258], [-0.8244, 0.1852, 2.0706], [0.0556, 0.1178, -0.3422], [-0.9508, 0.7864, 0.3977], [0.8551, -0.0599, 0.3827], [-0.2135, -0.8561, -0.7528], [0.5031, 0.7307, -1.1316], [-1.4966, 1.4140, -0.1330]]}

=====

Entry 5:
{"formula": "C3H9NOS", "method": "ωB97M-V/def2-TZVPD", "charge": 0, "homo_energy_ev": -9.206, "de_lowest_kj_mol": 546.37, "species": ["C", "C", "S", "N", "C", "O", "H", "H", "H", "H", "H", "H", "H", "H", "H"], "xyz": [[-0.5002, -0.7967, 0.2889], [-1.4159, -0.3080, -0.7901], [-2.7469, 0.9583, -0.1175], [0.6198, 0.8639, 0.5022], [1.8666, 0.3536, 0.8274], [2.6288, -0.3673, -0.2955], [0.3380, -1.2533, -0.2351], [-1.0666, -1.2819, 1.0717], [-0.8254, 0.3107, -1.4475], [-2.0096, -1.0621, -1.3091], [-3.4415, 1.3100, -1.1154], [-0.2840, 0.2867, 0.8410], [1.9058, -0.4384, 1.6324], [2.5768, 1.2366, 1.1359], [2.3544, 0.1877, -0.9894]]}

=====

Per-record molar mass, g/mol: 926.4; 102.1; 281.2; 688.0; 107.2
Per-record LUMO level, eV: 0.2; 0.7; -2.5; 0.6; -0.1
Per-record orbital gap, eV: 9.460; 8.966; 5.248; 9.164; 9.126